(w)
Molecular formula: C5H6O2
Method: DFT, ωB97M-V with the def2-TZVPD basis set

Structure (XYZ):
```
13
Properties=species:S:1:pos:R:3:nbo_charge:R:1
C 0.367 2.049 -1.717 -0.22
C 0.190 1.004 -1.144 0.00
C 0.014 -0.263 -0.423 -0.43
C -1.439 -0.410 0.030 0.46
O -1.908 0.185 0.970 -0.51
C 0.894 -0.352 0.833 -0.04
O 0.673 -1.573 1.506 -0.71
H 0.590 2.963 -2.227 0.24
H 0.250 -1.096 -1.105 0.24
H -2.041 -1.119 -0.563 0.12
H 0.698 0.517 1.478 0.19
H 1.931 -0.331 0.497 0.19
H -0.220 -1.574 1.864 0.47
```

Calculated values
- lowest unoccupied orbital energy (eV) = 0.64
- gap between HOMO and LUMO (eV) = 10.6
- net charge = 0

***

(x)
Molecular formula: C5H6O2
Method: DFT, ωB97M-V with the def2-TZVPD basis set

Structure (XYZ):
```
13
Properties=species:S:1:pos:R:3:nbo_charge:R:1
C 1.036 0.357 0.845 0.39
C -0.298 0.739 -1.376 0.37
C 0.161 1.386 1.326 -0.31
C 0.249 -0.152 -0.328 -0.02
C -0.162 -1.647 -0.301 -0.65
O 1.762 -0.377 1.458 -0.57
O -0.781 1.818 -1.238 -0.51
H -0.189 0.327 -2.360 0.13
H -0.552 1.295 2.191 0.22
H -0.275 1.991 0.549 0.23
H -1.179 -1.598 0.146 0.23
H 0.503 -2.156 0.369 0.26
H -0.276 -1.984 -1.281 0.23
```

Calculated values
- lowest unoccupied orbital energy (spin up / spin down) (eV) = -1.22 / -1.08
- gap between HOMO and LUMO (spin up / spin down) (eV) = 7.9 / 8.0
- net charge = 0

***

(y)
Molecular formula: C5H6O2
Method: DFT, ωB97M-V with the def2-TZVPD basis set

Structure (XYZ):
```
13
Properties=species:S:1:pos:R:3:nbo_charge:R:1
C 0.753 0.915 1.213 0.38
C 1.258 -0.212 0.422 0.20
C 0.520 1.258 -0.197 0.27
C 0.707 -1.634 0.381 -0.67
C -1.686 0.865 -1.034 -0.54
O 0.491 1.323 2.318 -0.54
O 1.491 0.504 -0.826 -0.49
H -0.144 -1.573 -0.420 0.22
H 0.177 -1.855 1.435 0.25
H 1.567 -2.304 0.073 0.25
H -1.512 -0.197 -0.701 0.21
H -1.355 1.214 -2.127 0.23
H -2.268 1.694 -0.539 0.23
```

Calculated values
- lowest unoccupied orbital energy (spin up / spin down) (eV) = -0.74 / -0.83
- gap between HOMO and LUMO (spin up / spin down) (eV) = 7.7 / 7.6
- net charge = 0

***

(z)
Molecular formula: C5H6O2
Method: DFT, ωB97M-V with the def2-TZVPD basis set

Structure (XYZ):
```
13
Properties=species:S:1:pos:R:3:nbo_charge:R:1
O 2.234 1.377 -1.312 -0.51
C 1.642 0.906 -0.371 0.42
C 0.826 -0.360 -0.464 -0.01
O 0.702 -1.053 0.781 -0.52
C -0.801 -0.979 0.608 0.08
C -1.300 0.391 0.680 -0.44
C -0.678 -0.149 -0.604 -0.26
H 1.631 1.397 0.626 0.11
H 1.222 -1.006 -1.256 0.20
H -1.071 -1.976 0.906 0.22
H -2.372 0.533 0.593 0.24
H -0.808 1.085 1.348 0.23
H -1.227 -0.168 -1.534 0.24
```

Calculated values
- lowest unoccupied orbital energy (eV) = 0.88
- gap between HOMO and LUMO (eV) = 10.6
- net charge = 0

***

The data favor (w); the next most stable structure lies 0.461 eV above it.

***

(w)
Molecular formula: C5H6O2
Method: DFT, ωB97M-V with the def2-TZVPD basis set

Structure (XYZ):
```
13
Properties=species:S:1:pos:R:3:nbo_charge:R:1
O 1.158 0.884 3.497 -0.52
C 0.874 0.877 2.321 0.41
C -0.120 -0.046 1.728 -0.40
C -0.461 0.071 0.464 0.14
C -0.838 0.278 -0.767 -0.30
C -0.265 -0.359 -2.012 -0.08
O 0.918 -1.087 -1.814 -0.70
H 1.340 1.583 1.603 0.12
H -0.581 -0.778 2.388 0.24
H -1.662 0.976 -0.920 0.24
H -1.053 -0.971 -2.481 0.18
H -0.022 0.435 -2.726 0.20
H 0.712 -1.865 -1.282 0.47
```

Calculated values
- lowest unoccupied orbital energy (eV) = 0.27
- gap between HOMO and LUMO (eV) = 10.1
- net charge = 0

***

(x)
Molecular formula: C5H6O2
Method: DFT, ωB97M-V with the def2-TZVPD basis set

Structure (XYZ):
```
13
Properties=species:S:1:pos:R:3:nbo_charge:R:1
O 2.147 -0.735 0.955 -0.83
C 0.424 -0.416 0.666 0.00
C 0.125 1.065 0.278 0.00
O 0.625 0.774 -1.048 -0.48
C 0.000 -0.508 -0.827 -0.01
C -1.479 -0.136 -0.681 -0.20
C -1.394 0.953 0.085 -0.19
H 2.358 -1.436 0.327 0.46
H 0.846 -1.055 1.483 0.35
H 0.565 1.926 0.775 0.22
H 0.301 -1.310 -1.498 0.21
H -2.342 -0.679 -1.047 0.23
H -2.175 1.558 0.533 0.23
```

Calculated values
- lowest unoccupied orbital energy (eV) = 1.00
- gap between HOMO and LUMO (eV) = 10.4
- net charge = 0

***

The data favor (w); the next most stable structure lies 3.607 eV above it.

***

(w)
Molecular formula: C5H8S
Method: DFT, ωB97M-V with the def2-TZVPD basis set

Structure (XYZ):
```
14
Properties=species:S:1:pos:R:3:nbo_charge:R:1
C 0.015 -0.616 -0.949 -0.23
C 0.823 -0.489 0.048 -0.06
C -1.760 0.250 -2.211 -0.52
C 1.428 -0.213 2.495 -0.60
C 1.625 -0.187 1.001 -0.22
S -2.322 1.823 -1.760 0.08
H 0.032 -1.401 -1.655 0.18
H -0.957 0.509 -3.019 0.23
H -2.409 -0.511 -2.428 0.20
H 0.466 -0.405 2.658 0.21
H 1.677 0.685 2.858 0.21
H 1.944 -1.164 2.979 0.21
H 2.691 0.249 0.843 0.21
H -3.254 1.471 -0.861 0.12
```

Calculated values
- lowest unoccupied orbital energy (spin up / spin down) (eV) = -0.08 / -0.22
- gap between HOMO and LUMO (spin up / spin down) (eV) = 7.6 / 7.4
- net charge = 0

***

(x)
Molecular formula: C5H8S
Method: DFT, ωB97M-V with the def2-TZVPD basis set

Structure (XYZ):
```
14
Properties=species:S:1:pos:R:3:nbo_charge:R:1
C 0.832 -1.392 0.156 -0.48
S 2.091 -0.017 -0.045 0.14
C 0.864 1.328 -0.101 -0.54
C -0.415 0.574 0.384 -0.25
C -1.682 -0.013 -0.080 -0.34
C -0.367 -0.714 -0.341 -0.26
H 0.724 -1.737 1.160 0.22
H 1.156 -2.163 -0.555 0.23
H 0.700 1.907 -1.069 0.22
H 1.228 2.059 0.697 0.23
H -0.340 0.403 1.406 0.19
H -2.440 -0.138 0.749 0.22
H -2.149 0.339 -0.968 0.22
H -0.200 -0.437 -1.392 0.19
```

Calculated values
- lowest unoccupied orbital energy (eV) = 1.06
- gap between HOMO and LUMO (eV) = 9.6
- net charge = 0

***

The data favor (x); the next most stable structure lies 3.041 eV above it.

***

(w)
Molecular formula: C5H8S
Method: DFT, ωB97M-V with the def2-TZVPD basis set

Structure (XYZ):
```
14
Properties=species:S:1:pos:R:3:nbo_charge:R:1
C -1.311 0.948 -1.379 -0.68
C -0.845 0.033 -0.360 0.06
C -1.071 -0.995 0.461 -0.17
C 0.327 -0.592 0.283 -0.17
C 1.255 0.181 1.600 -0.61
S 1.482 -1.728 -0.573 -0.09
H -0.656 1.193 -2.192 0.23
H -1.656 1.947 -1.165 0.24
H -2.110 0.462 -1.848 0.24
H -1.604 -1.539 1.118 0.22
H 2.091 0.690 1.218 0.20
H 1.682 -0.534 2.356 0.20
H 0.616 0.739 2.121 0.19
H 1.800 -0.804 -1.640 0.13
```

Calculated values
- lowest unoccupied orbital energy (eV) = 0.76
- gap between HOMO and LUMO (eV) = 9.4
- net charge = 0

***

(x)
Molecular formula: C5H8S
Method: DFT, ωB97M-V with the def2-TZVPD basis set

Structure (XYZ):
```
14
Properties=species:S:1:pos:R:3:nbo_charge:R:1
S 0.693 -1.178 1.421 -0.06
C -0.508 -0.512 0.161 -0.34
C 0.187 -0.526 -1.188 -0.22
C 0.334 0.695 -1.784 -0.17
C -0.390 1.716 -0.925 -0.44
C -0.895 1.016 0.336 -0.42
H -0.164 -1.065 2.463 0.12
H -1.347 -1.299 0.135 0.23
H 0.518 -1.383 -1.663 0.21
H 0.673 0.917 -2.821 0.22
H 0.392 2.473 -0.635 0.21
H -1.143 2.315 -1.432 0.21
H -1.962 1.225 0.399 0.22
H -0.417 1.335 1.212 0.22
```

Calculated values
- lowest unoccupied orbital energy (eV) = 0.95
- gap between HOMO and LUMO (eV) = 10.0
- net charge = 0

***

The data favor (x); the next most stable structure lies 2.842 eV above it.

***

(w)
Molecular formula: C5H8S
Method: DFT, ωB97M-V with the def2-TZVPD basis set

Structure (XYZ):
```
14
Properties=species:S:1:pos:R:3:nbo_charge:R:1
C -0.377 -2.075 -0.168 -0.22
C -0.761 -0.771 -0.334 -0.32
C 1.072 0.278 1.077 -0.56
C -0.093 0.332 0.125 0.26
C -0.404 1.683 -0.501 -0.66
S 2.375 -0.181 -0.150 -0.23
H -0.959 -2.857 -0.576 0.19
H 0.528 -2.414 -0.091 0.19
H -1.776 -0.656 -0.765 0.23
H 1.224 1.231 1.502 0.22
H 0.870 -0.575 1.688 0.22
H -0.387 2.351 0.330 0.22
H -1.465 1.673 -0.824 0.21
H 0.153 1.982 -1.314 0.26
```

Calculated values
- lowest unoccupied orbital energy (spin up / spin down) (eV) = -1.51 / -1.56
- gap between HOMO and LUMO (spin up / spin down) (eV) = 6.4 / 6.3
- net charge = 0

***

(x)
Molecular formula: C5H8S
Method: DFT, ωB97M-V with the def2-TZVPD basis set

Structure (XYZ):
```
14
Properties=species:S:1:pos:R:3:nbo_charge:R:1
C -2.044 1.307 0.156 -0.74
S -1.769 -0.399 -0.398 0.17
C -0.310 -0.881 0.591 -0.39
C 0.577 -1.958 0.069 -0.19
C 1.071 -0.723 0.094 0.05
C 1.972 0.158 -0.643 -0.66
H -2.743 1.810 -0.430 0.22
H -1.050 1.810 0.015 0.21
H -2.406 1.397 1.262 0.22
H -0.361 -0.912 1.733 0.19
H 0.507 -3.020 -0.160 0.24
H 1.428 0.735 -1.352 0.24
H 2.886 -0.237 -1.038 0.23
H 2.242 0.914 0.103 0.22
```

Calculated values
- lowest unoccupied orbital energy (eV) = 1.01
- gap between HOMO and LUMO (eV) = 9.4
- net charge = 0

***

The data favor (x); the next most stable structure lies 0.461 eV above it.

***

(w)
Molecular formula: C5H8S
Method: DFT, ωB97M-V with the def2-TZVPD basis set

Structure (XYZ):
```
14
Properties=species:S:1:pos:R:3:nbo_charge:R:1
C -2.425 -0.439 -0.149 -0.37
C -1.280 -0.510 0.519 -0.19
C -0.067 -0.387 -0.286 -0.39
C 0.792 0.903 0.064 -0.39
C 2.146 0.148 0.069 -0.50
H -3.358 -0.363 0.334 0.19
H -2.549 -0.412 -1.175 0.18
H -1.316 -0.705 1.571 0.22
H -0.235 -0.344 -1.343 0.21
H 0.727 1.663 -0.756 0.21
H 0.589 1.364 1.029 0.22
H 2.748 0.332 -0.776 0.20
H 2.956 0.226 0.889 0.22
S 1.271 -1.476 0.009 0.19
```

Calculated values
- lowest unoccupied orbital energy (eV) = 1.00
- gap between HOMO and LUMO (eV) = 9.5
- net charge = 0

***

(x)
Molecular formula: C5H8S
Method: DFT, ωB97M-V with the def2-TZVPD basis set

Structure (XYZ):
```
14
Properties=species:S:1:pos:R:3:nbo_charge:R:1
C -0.489 -1.348 -0.606 -0.55
C 0.123 -0.986 0.791 -0.41
C 0.514 0.474 0.661 -0.22
C -0.497 1.418 0.077 -0.43
C 0.687 0.957 -0.716 -0.39
S 0.354 -0.324 -1.849 0.23
H -1.572 -1.275 -0.662 0.21
H -0.246 -2.369 -0.980 0.23
H 1.037 -1.517 0.967 0.21
H -0.483 -1.115 1.664 0.22
H 1.163 0.953 1.390 0.22
H -1.461 0.986 -0.174 0.21
H -0.541 2.442 0.421 0.22
H 1.411 1.706 -0.985 0.24
```

Calculated values
- lowest unoccupied orbital energy (eV) = 1.03
- gap between HOMO and LUMO (eV) = 9.2
- net charge = 0

***

(y)
Molecular formula: C5H8S
Method: DFT, ωB97M-V with the def2-TZVPD basis set

Structure (XYZ):
```
14
Properties=species:S:1:pos:R:3:nbo_charge:R:1
C -0.663 -0.970 -0.473 -0.60
C 0.442 -0.105 0.074 -0.21
C 1.696 -0.863 0.431 -0.21
S 2.902 -0.122 1.214 0.03
C 0.533 1.272 -0.390 -0.39
C -0.007 0.926 1.067 -0.38
H -1.623 -0.341 -0.387 0.21
H -0.949 -1.715 0.219 0.21
H -0.671 -1.475 -1.457 0.22
H 1.695 -1.945 0.185 0.21
H -0.212 1.599 -1.160 0.22
H 1.485 1.795 -0.550 0.24
H 0.566 1.004 2.001 0.24
H -1.032 0.956 1.196 0.21
```

Calculated values
- lowest unoccupied orbital energy (eV) = -0.14
- gap between HOMO and LUMO (eV) = 8.5
- net charge = 0

***

The data favor (x); the next most stable structure lies 0.874 eV above it.

***

(w)
Molecular formula: C3H4ClF
Method: DFT, ωB97M-V with the def2-TZVPD basis set

Structure (XYZ):
```
9
Properties=species:S:1:pos:R:3:nbo_charge:R:1
C 1.418 0.681 0.575 -0.34
C 0.370 -0.048 -0.039 -0.24
C -1.269 -0.477 -0.376 0.23
F -1.622 -1.497 0.401 -0.32
Cl -2.257 0.965 0.027 -0.07
H 2.393 0.383 0.267 0.20
H 1.388 1.326 1.331 0.18
H 0.901 -0.662 -0.764 0.17
H -1.324 -0.670 -1.422 0.19
```

Calculated values
- lowest unoccupied orbital energy (eV) = 0.85
- gap between HOMO and LUMO (eV) = 11.0
- net charge = 0

***

(x)
Molecular formula: C3H4ClF
Method: DFT, ωB97M-V with the def2-TZVPD basis set

Structure (XYZ):
```
9
Properties=species:S:1:pos:R:3:nbo_charge:R:1
C -1.561 -1.448 -0.229 -0.34
C -1.306 -0.177 0.105 -0.28
C 0.018 0.189 0.582 0.18
F 0.781 -0.975 0.795 -0.36
Cl 0.903 1.175 -0.632 -0.06
H -2.566 -1.751 -0.582 0.21
H -0.784 -2.220 -0.103 0.22
H -2.007 0.645 -0.013 0.23
H 0.073 0.737 1.539 0.20
```

Calculated values
- lowest unoccupied orbital energy (eV) = 0.91
- gap between HOMO and LUMO (eV) = 11.3
- net charge = 0

***

The data favor (x); the next most stable structure lies 1.847 eV above it.